Entry a
Computed, not measured: a structure of composition C3H6N2O3, with ωB97M-V with the def2-TZVPD basis set.

- LUMO level: 0.5 eV

CARTESIAN COORDINATES (ANGSTROEM)
C: -0.398 -1.896 0.081
C: -0.482 -0.649 0.463
C: 1.784 1.006 -0.610
N: 0.225 0.371 1.032
N: -2.124 0.264 -0.112
O: -3.019 -0.421 -0.546
O: -1.973 1.455 0.068
O: 1.569 0.427 0.720
H: -1.168 -2.444 -0.510
H: 0.438 -2.462 0.353
H: 0.938 0.538 -1.143
H: 2.770 0.495 -0.791
H: 1.711 2.088 -0.409
H: -0.270 1.228 1.404

=====

Entry b
Computed, not measured: a cluster of 2 separate species, C3H6N2O3 in total, with ωB97M-V with the def2-TZVPD basis set.

- LUMO level: 0.6 eV

CARTESIAN COORDINATES (ANGSTROEM)
C: -1.007 0.651 1.123
C: 0.982 1.446 -1.894
C: 0.272 -1.358 1.133
N: -1.118 -0.757 1.089
N: 1.066 -0.100 1.029
O: 0.223 1.011 1.255
O: -0.014 1.877 -1.425
O: 1.939 0.668 -1.388
H: -1.737 1.441 1.177
H: 1.254 1.621 -2.958
H: 0.353 -1.867 2.115
H: 0.567 -1.887 0.271
H: -2.005 -1.051 0.689
H: 1.891 0.489 -0.413

=====

Stability verdict: entry b, ahead by 0.1227 hartree